Entry 1:
The following is a quantum chemistry calculation of C16H44BrMnN4O4 as an isolated structure, from the OMol25 dataset.

* expectation value of S²: 12.01
* HOMO-LUMO gap (alpha / beta): 0.2958 / 0.1337 Eh
* HOMO (alpha / beta): -13.21 / -13.21 eV
* 2S+1: 7
* calculated total energy: -132802.0934 eV
* net charge: +2

Element x y z (Å)
Mn -2.14 -0.57 2.01
Br -0.10 0.66 0.81
C -0.32 -0.63 5.85
C -0.73 -0.72 4.36
C -0.55 -2.13 3.80
O -0.76 -2.12 2.34
C -0.67 -3.47 1.83
N -2.18 -0.33 4.20
H 0.70 -1.00 5.96
H -1.08 -1.25 6.32
H -0.35 0.39 6.24
H -0.13 -0.09 3.70
H -1.19 -2.89 4.25
H 0.39 -2.62 4.07
H -1.54 -3.97 2.24
H 0.12 -4.14 2.18
H -0.66 -3.65 0.75
H -2.23 0.57 4.66
H -2.79 -0.86 4.80
C 0.53 0.41 -4.20
C 1.03 -0.83 -3.48
C 2.10 -1.51 -4.39
O 3.02 -0.53 -4.90
C 4.03 -1.19 -5.69
N 1.66 -0.43 -2.20
H -0.26 0.91 -3.64
H 0.07 0.22 -5.17
H 1.36 1.10 -4.35
H 0.24 -1.56 -3.33
H 1.61 -2.01 -5.22
H 2.65 -2.26 -3.82
H 3.53 -1.44 -6.63
H 4.37 -2.04 -5.09
H 4.84 -0.54 -6.01
H 1.05 -0.11 -1.46
H 2.34 0.32 -2.19
C -5.71 -3.30 1.61
C -4.22 -2.80 1.39
C -3.93 -2.19 0.04
O -2.66 -1.57 0.01
C -2.20 -1.40 -1.35
N -3.76 -1.88 2.45
H -6.33 -2.45 1.32
H -5.86 -3.54 2.66
H -6.06 -4.13 0.99
H -3.65 -3.73 1.46
H -4.67 -1.45 -0.28
H -3.98 -2.94 -0.75
H -1.18 -1.03 -1.28
H -2.88 -0.70 -1.83
H -2.17 -2.27 -2.01
H -3.94 -2.27 3.37
H -4.34 -1.05 2.43
C 3.55 3.12 0.91
C 2.57 3.92 0.07
C 3.16 5.18 -0.55
O 2.15 6.03 -1.23
C 2.82 7.08 -1.90
N 2.21 2.84 -0.95
H 4.37 2.77 0.28
H 3.15 2.21 1.36
H 3.95 3.71 1.73
H 1.75 4.19 0.75
H 3.94 4.83 -1.21
H 3.58 5.75 0.28
H 3.59 6.70 -2.57
H 3.33 7.81 -1.26
H 2.08 7.57 -2.53
H 1.53 3.23 -1.58
H 1.81 2.07 -0.44

The computed natural (NBO) charges, all in e, follow:
1 Mn 1.49
2 Br -0.75
3 C -0.61
4 C -0.10
5 C -0.09
6 O -0.61
7 C -0.27
8 N -0.92
9 H 0.24
10 H 0.21
11 H 0.24
12 H 0.24
13 H 0.19
14 H 0.23
15 H 0.17
16 H 0.22
17 H 0.22
18 H 0.41
19 H 0.39
20 C -0.62
21 C -0.12
22 C -0.07
23 O -0.55
24 C -0.25
25 N -0.26
26 H 0.23
27 H 0.27
28 H 0.26
29 H 0.23
30 H 0.21
31 H 0.19
32 H 0.19
33 H 0.18
34 H 0.22
35 H 0.41
36 H 0.42
37 C -0.62
38 C -0.07
39 C -0.09
40 O -0.60
41 C -0.26
42 N -0.90
43 H 0.21
44 H 0.23
45 H 0.25
46 H 0.21
47 H 0.19
48 H 0.21
49 H 0.20
50 H 0.20
51 H 0.20
52 H 0.40
53 H 0.37
54 C -0.61
55 C -0.07
56 C -0.08
57 O -0.54
58 C -0.25
59 N -0.87
60 H 0.21
61 H 0.20
62 H 0.22
63 H 0.19
64 H 0.18
65 H 0.19
66 H 0.16
67 H 0.18
68 H 0.20
69 H 0.36
70 H 0.35

***

Entry 2:
The following is a quantum chemistry calculation of a 2-piece molecular cluster, C8H12NO3 overall, from the OMol25 dataset.

* energy relative to the best compared isomer or geometry (same formula, charge and spin): 572.8 kJ/mol
* HOMO-LUMO gap (alpha / beta): 0.2319 / 0.2161 Eh
* HOMO (alpha / beta): -2.86 / -2.43 eV
* calculated total energy: -16119.1825 eV
* net charge: -1

Element x y z (Å)
C -1.89 0.29 -0.41
C -2.24 0.05 -1.67
C -0.21 2.31 0.35
C -0.67 1.03 -0.49
C 0.40 -0.54 1.98
C 2.14 -0.25 0.21
C 0.16 -2.00 -0.05
C 0.78 -0.73 0.52
N -0.27 1.14 -1.82
O 0.35 3.22 -0.30
O -0.56 2.33 1.55
O -1.35 0.56 -2.59
H -2.24 0.15 0.54
H -2.97 -0.69 -1.91
H 0.41 0.62 2.14
H 1.17 -0.95 2.53
H -0.63 -1.10 2.15
H 2.16 0.05 -0.88
H 2.40 0.59 0.72
H 3.01 -0.85 0.45
H 0.82 -2.81 -0.25
H -0.22 -1.88 -1.02
H -0.52 -2.54 0.51
H -0.01 1.99 -2.24

The computed natural (NBO) charges, all in e, follow:
1 C -0.33
2 C 0.06
3 C 0.74
4 C 0.06
5 C -0.68
6 C -0.67
7 C -0.66
8 C 0.05
9 N -0.32
10 O -0.78
11 O -0.76
12 O -0.38
13 H 0.24
14 H 0.19
15 H 0.28
16 H 0.17
17 H 0.18
18 H 0.21
19 H 0.22
20 H 0.18
21 H 0.19
22 H 0.21
23 H 0.20
24 H 0.40

***

Entry 3:
The following is a quantum chemistry calculation of a 8-piece molecular cluster, C6H28NO8 overall, from the OMol25 dataset.

* energy relative to the best compared isomer or geometry (same formula, charge and spin): 301.8 kJ/mol
* HOMO-LUMO gap: 0.3491 Eh
* HOMO: -12.00 eV
* calculated total energy: -24537.0559 eV
* net charge: +1

Element x y z (Å)
C 0.66 1.89 -0.45
C 0.47 1.57 1.02
C 0.64 0.12 1.30
C -1.33 -2.62 -0.93
O -1.48 -1.82 -2.06
C -0.28 -1.97 -0.08
C -0.41 -0.76 0.54
N 1.98 1.24 -1.00
H 0.81 2.99 -0.71
H -0.20 1.62 -1.04
H 1.13 2.15 1.66
H -0.60 2.05 1.37
H 0.45 -0.03 2.43
H 1.67 -0.19 0.95
H -2.31 -2.70 -0.63
H -1.05 -3.74 -1.11
H -0.98 -2.14 -2.87
H 0.66 -2.43 -0.06
H -1.28 -0.18 0.50
H 2.59 0.70 -0.28
H 2.63 2.06 -1.26
H 1.77 0.74 -1.79
H 4.04 -0.91 -0.07
H 3.80 0.09 1.06
O 3.91 0.03 0.09
H 2.70 -2.32 2.47
H 3.23 -0.97 2.65
O 3.29 -1.76 2.05
H -2.69 0.53 1.27
H -3.70 1.91 1.11
O -2.82 1.55 1.20
H -3.30 -1.19 -1.28
H -3.07 0.31 -1.15
O -3.45 -0.43 -0.69
H -0.64 -3.28 2.88
H -1.82 -2.35 3.26
O -0.91 -2.41 2.84
H -0.04 0.28 -3.95
H 0.26 1.78 -4.08
O 0.62 1.01 -3.74
H -2.01 2.78 0.08
H -1.54 3.81 -0.88
O -1.38 3.00 -0.64

The computed natural (NBO) charges, all in e, follow:
1 C -0.22
2 C -0.46
3 C -0.47
4 C -0.10
5 O -0.75
6 C -0.21
7 C -0.12
8 N -0.73
9 H 0.22
10 H 0.27
11 H 0.22
12 H 0.27
13 H 0.25
14 H 0.19
15 H 0.19
16 H 0.18
17 H 0.48
18 H 0.19
19 H 0.17
20 H 0.45
21 H 0.42
22 H 0.44
23 H 0.52
24 H 0.49
25 O -0.92
26 H 0.48
27 H 0.47
28 O -0.94
29 H 0.53
30 H 0.50
31 O -1.01
32 H 0.49
33 H 0.48
34 O -0.96
35 H 0.47
36 H 0.48
37 O -0.95
38 H 0.49
39 H 0.48
40 O -0.96
41 H 0.51
42 H 0.46
43 O -0.96

***

Entry 4:
The following is a quantum chemistry calculation of a 9-piece molecular cluster, H20NO8 overall, from the OMol25 dataset.

* energy relative to the best compared isomer or geometry (same formula, charge and spin): 145.9 kJ/mol
* HOMO-LUMO gap: 0.4397 Eh
* HOMO: -14.58 eV
* calculated total energy: -18188.7459 eV
* net charge: +1

Element x y z (Å)
N -0.38 -0.79 0.69
H -0.70 -0.30 -0.27
H -1.09 -1.40 1.08
H 0.40 -1.45 0.33
H -0.01 -0.14 1.29
H 1.50 -3.21 0.32
H 0.11 -3.73 -0.13
O 0.56 -3.19 0.53
H 1.36 1.44 2.13
H 1.44 1.71 0.63
O 0.92 1.34 1.37
H -3.20 -1.19 1.88
H -2.36 -2.03 2.63
O -2.60 -1.86 1.71
H -1.24 2.82 -2.10
H -2.68 2.60 -1.42
O -1.70 2.64 -1.24
H 1.34 -1.19 -4.26
H 2.37 -2.14 -3.52
O 1.54 -1.57 -3.44
H -1.47 1.52 2.02
H -3.03 1.68 2.33
O -2.34 1.03 1.94
H 3.12 -1.07 -0.53
H 2.16 -0.74 -1.58
O 2.13 -1.13 -0.70
H 0.49 3.27 -0.45
H 1.82 3.96 -0.72
O 1.51 3.13 -0.53

The computed natural (NBO) charges, all in e, follow:
1 N -0.92
2 H 0.43
3 H 0.45
4 H 0.48
5 H 0.43
6 H 0.50
7 H 0.49
8 O -0.95
9 H 0.48
10 H 0.52
11 O -0.98
12 H 0.49
13 H 0.48
14 O -0.92
15 H 0.48
16 H 0.50
17 O -0.98
18 H 0.48
19 H 0.49
20 O -0.97
21 H 0.49
22 H 0.49
23 O -0.98
24 H 0.48
25 H 0.50
26 O -0.98
27 H 0.50
28 H 0.48
29 O -0.97

***

Entry 5:
The following is a quantum chemistry calculation of C8H9IS as an isolated structure, from the OMol25 dataset.

* energy relative to the best compared isomer or geometry (same formula, charge and spin): 138.4 kJ/mol
* HOMO-LUMO gap (alpha / beta): 0.3129 / 0.2822 Eh
* HOMO (alpha / beta): -8.61 / -7.58 eV
* calculated total energy: -27374.0704 eV

Element x y z (Å)
C -2.27 -2.17 0.73
C -1.01 -2.48 0.23
C -2.60 -0.88 1.07
C -0.06 -1.46 0.08
C -1.67 0.15 0.92
C -0.46 -0.21 0.42
C 2.36 1.54 -0.73
C 1.57 1.79 0.51
S 0.53 3.20 0.58
I 2.51 1.40 2.35
H -2.99 -2.96 0.86
H -0.75 -3.49 -0.02
H -3.58 -0.65 1.47
H 0.92 -1.68 -0.30
H -1.91 1.17 1.19
H 2.86 0.58 -0.67
H 1.69 1.55 -1.60
H 3.12 2.31 -0.88
H 0.07 3.10 -0.67

The computed natural (NBO) charges, all in e, follow:
1 C -0.23
2 C -0.19
3 C -0.19
4 C -0.33
5 C -0.33
6 C 0.18
7 C -0.72
8 C -0.32
9 S 0.07
10 I 0.18
11 H 0.21
12 H 0.21
13 H 0.21
14 H 0.22
15 H 0.23
16 H 0.23
17 H 0.23
18 H 0.22
19 H 0.12

***

Entry 6:
The following is a quantum chemistry calculation of one molecule with the formula C3F3IN2, from the OMol25 dataset.

* HOMO-LUMO gap: 0.3117 Eh
* HOMO: -9.42 eV
* calculated total energy: -22341.3000 eV
* SMILES: Fc1nc(F)n(I)c1F

Element x y z (Å)
C 0.00 0.29 1.32
C -0.77 0.79 0.34
C 0.85 -0.80 -0.35
N 0.93 -0.63 0.93
N -0.05 -0.08 -1.03
F -0.10 0.59 2.61
F -1.70 1.64 0.06
F 1.64 -1.62 -1.00
I -0.82 -0.18 -2.87

The computed natural (NBO) charges, all in e, follow:
1 C 0.41
2 C 0.45
3 C 0.75
4 N -0.54
5 N -0.68
6 F -0.28
7 F -0.26
8 F -0.28
9 I 0.44

***

Entry 7:
The following is a quantum chemistry calculation of a 3-piece molecular cluster, C3H11NO4 overall, from the OMol25 dataset.

* energy relative to the best compared isomer or geometry (same formula, charge and spin): 382.4 kJ/mol
* HOMO-LUMO gap: 0.3797 Eh
* HOMO: -9.86 eV
* calculated total energy: -12967.0965 eV
* SMILES: NCCC(=O)O.O.O

Element x y z (Å)
C -0.76 3.00 -1.73
C -1.63 1.83 -1.43
C -0.63 0.64 -1.64
O -1.06 -0.26 -2.48
O 0.43 0.37 -1.03
N 0.24 3.62 -0.75
H -1.20 3.81 -2.42
H -0.11 2.75 -2.74
H -2.52 1.72 -2.00
H -1.96 2.25 -0.46
H -0.34 -1.13 -2.45
H 0.87 3.00 -0.40
H -0.28 3.90 0.04
H 2.41 -4.56 4.51
H 1.50 -5.58 4.18
O 2.03 -4.97 3.73
H 0.43 -2.11 2.72
H 1.33 -3.06 3.31
O 0.64 -2.54 3.50

The computed natural (NBO) charges, all in e, follow:
1 C -0.25
2 C -0.55
3 C 0.80
4 O -0.67
5 O -0.64
6 N -0.80
7 H 0.23
8 H 0.19
9 H 0.24
10 H 0.25
11 H 0.51
12 H 0.36
13 H 0.34
14 H 0.46
15 H 0.47
16 O -0.93
17 H 0.46
18 H 0.47
19 O -0.93

***

Entry 8:
The following is a quantum chemistry calculation of a 9-piece molecular cluster, C33H82N2O9 overall, from the OMol25 dataset.

* expectation value of S²: 0.75
* HOMO-LUMO gap (alpha / beta): 0.2922 / 0.1333 Eh
* HOMO (alpha / beta): -10.54 / -10.54 eV
* 2S+1: 2
* calculated total energy: -56944.9835 eV
* net charge: +1

Element x y z (Å)
C -1.33 21.80 17.43
C -0.20 22.05 16.47
C 0.09 23.54 16.60
C 1.38 24.07 16.19
C 2.43 23.34 16.99
C 2.36 21.86 16.63
N 1.02 21.30 16.85
O 0.85 19.96 16.63
C 3.05 21.60 15.23
C 3.21 21.15 17.70
C -0.62 21.68 15.09
H -0.93 21.98 18.43
H -1.74 20.79 17.37
H -2.20 22.45 17.41
H -0.64 24.04 15.96
H -0.03 23.86 17.64
H 1.50 25.14 16.33
H 1.68 23.84 15.16
H 2.32 23.44 18.07
H 3.44 23.74 16.97
H 3.29 20.55 15.09
H 2.38 21.72 14.38
H 4.04 22.04 15.10
H 3.39 20.08 17.76
H 4.22 21.50 17.92
H 2.69 21.36 18.64
H -1.39 22.38 14.75
H -1.07 20.73 14.82
H 0.19 21.88 14.39
H 0.98 19.86 15.68
C 5.28 18.96 14.58
C 4.89 18.56 13.15
C 5.74 19.37 12.18
C 7.19 19.03 11.94
C 7.19 17.47 11.61
C 6.47 16.51 12.53
N 5.10 17.11 12.85
O 4.32 16.29 13.67
C 6.03 15.24 11.70
C 7.38 16.02 13.70
C 3.41 18.85 13.00
H 5.65 19.98 14.74
H 6.21 18.42 14.76
H 4.55 18.66 15.34
H 5.44 19.22 11.14
H 5.64 20.42 12.42
H 7.80 19.21 12.83
H 7.49 19.68 11.12
H 8.23 17.14 11.49
H 6.84 17.34 10.58
H 6.91 14.70 11.33
H 5.33 14.55 12.16
H 5.47 15.45 10.79
H 8.11 15.26 13.42
H 7.94 16.86 14.10
H 6.78 15.46 14.42
H 2.84 18.35 13.78
H 3.07 18.53 12.01
H 3.26 19.92 13.10
H 3.91 15.76 12.98
O -3.01 22.61 20.72
H -2.14 22.95 20.50
H -2.85 21.70 20.96
O -2.56 22.56 12.59
H -3.50 22.40 12.51
H -2.45 23.48 12.36
C -7.18 23.66 16.54
C -6.88 22.25 17.03
C -5.45 21.68 16.72
O -7.19 22.19 18.45
H -8.18 24.01 16.80
H -7.11 23.75 15.45
H -6.58 24.44 16.99
H -7.61 21.58 16.59
H -4.72 22.30 17.25
H -5.23 21.67 15.66
H -5.42 20.64 17.05
H -6.55 22.72 18.93
C 0.38 28.59 18.71
C 0.17 28.94 17.22
C -0.28 27.77 16.35
O -0.90 29.81 17.19
H -0.51 28.14 19.14
H 0.60 29.43 19.38
H 1.27 28.02 18.96
H 1.04 29.49 16.86
H 0.50 27.06 16.07
H -0.69 28.09 15.39
H -1.01 27.19 16.91
H -0.75 30.49 17.85
C 0.38 20.85 11.03
C -0.77 19.75 11.23
C -0.29 18.37 11.44
O -1.61 20.08 12.35
H -0.07 21.84 11.10
H 0.99 20.62 10.15
H 1.10 20.65 11.81
H -1.39 19.81 10.33
H -1.08 17.62 11.55
H 0.34 18.33 12.33
H 0.36 18.07 10.62
H -1.88 21.00 12.30
C 2.09 16.93 17.19
C 1.20 17.44 18.39
C 1.24 16.40 19.48
O 1.80 18.61 18.83
H 2.13 15.84 17.17
H 3.10 17.33 17.23
H 1.71 17.25 16.22
H 0.17 17.43 18.03
H 0.22 16.02 19.39
H 1.16 16.89 20.45
H 1.99 15.61 19.48
H 1.48 19.22 18.16
C 5.66 20.82 20.57
C 5.12 19.42 20.75
C 3.78 19.30 21.46
O 4.82 18.79 19.58
H 6.53 20.67 19.93
H 5.83 21.27 21.55
H 4.96 21.45 20.01
H 5.76 18.87 21.45
H 3.69 19.76 22.45
H 3.49 18.26 21.61
H 3.02 19.81 20.86
H 3.86 18.73 19.49

Mulliken atomic charge list, values in e, 99 entries:
1 C -2.52
2 C 2.79
3 C -1.22
4 C -0.13
5 C -2.34
6 C 3.11
7 N 0.40
8 O -0.38
9 C -1.43
10 C -2.95
11 C -2.13
12 H 0.46
13 H 0.38
14 H 0.29
15 H 0.41
16 H 0.36
17 H 0.01
18 H 0.29
19 H 0.55
20 H 0.52
21 H -0.29
22 H 0.28
23 H 0.54
24 H -0.21
25 H 0.56
26 H 0.79
27 H 0.69
28 H 0.44
29 H 0.32
30 H 0.15
31 C -1.75
32 C 2.30
33 C -1.53
34 C -0.68
35 C -1.49
36 C 1.44
37 N 0.68
38 O -0.27
39 C -1.94
40 C -1.55
41 C -2.31
42 H 0.34
43 H 0.56
44 H 0.26
45 H 0.42
46 H 0.57
47 H 0.36
48 H 0.44
49 H 0.43
50 H 0.51
51 H 0.43
52 H 0.48
53 H 0.45
54 H 0.44
55 H 0.37
56 H 0.38
57 H 0.37
58 H 0.83
59 H 0.14
60 H 0.40
61 O -0.62
62 H 0.29
63 H 0.32
64 O -0.59
65 H 0.24
66 H 0.25
67 C -1.30
68 C 0.40
69 C -0.98
70 O -0.56
71 H 0.35
72 H 0.34
73 H 0.32
74 H 0.27
75 H 0.16
76 H 0.33
77 H 0.33
78 H 0.34
79 C -1.44
80 C 0.59
81 C -1.01
82 O -0.55
83 H 0.36
84 H 0.43
85 H 0.32
86 H 0.21
87 H 0.11
88 H 0.39
89 H 0.29
90 H 0.32
91 C -0.81
92 C 0.64
93 C -1.14
94 O -0.49
95 H 0.36
96 H 0.43
97 H -0.13
98 H 0.21
99 H 0.39